15
Properties=species:S:1:pos:R:3 method="wB97M-V/def2-TZVPD" total_energy_ha=-341.6461 charge=+1 gap_ev="9.03 / 5.67" de_lowest_kj_mol=62.5 multiplicity=2 s2=0.76
C 0.00 0.36 -1.76
C 0.92 -0.36 -0.91
C 1.42 -0.25 0.43
N 1.96 -1.37 0.84
C 1.84 -2.22 -0.20
N 1.23 -1.68 -1.28
H -1.03 0.37 -1.41
H 0.25 1.42 -1.82
H -0.05 0.00 -2.79
H 1.37 0.64 1.03
H 2.28 -3.19 -0.09
H 1.63 -1.86 -2.19
H -4.73 2.80 3.28
H -3.26 2.87 3.76
O -3.84 2.47 3.12

16
Properties=species:S:1:pos:R:3 method="wB97M-V/def2-TZVPD" total_energy_ha=-417.1871 gap_ev=8.78 de_lowest_kj_mol=180.9 multiplicity=1
C 1.51 -1.45 -0.43
C -0.43 -0.01 0.17
C 0.89 -0.12 -0.14
N -1.28 -1.12 0.24
N 1.73 0.97 -0.21
C -1.98 1.65 0.12
O -0.81 1.24 0.74
O -2.88 1.06 -0.41
H -2.08 -0.99 -0.38
H -1.64 -1.25 1.18
H 2.70 0.80 -0.01
H 1.37 1.82 0.20
H -2.09 2.72 0.40
H 0.74 -2.19 -0.57
H 2.12 -1.40 -1.33
H 2.14 -1.75 0.41

16
Properties=species:S:1:pos:R:3 method="wB97M-V/def2-TZVPD" total_energy_ha=-417.2288 gap_ev=10.21 smiles="CCC(=O)NC(N)=O" de_lowest_kj_mol=71.2 multiplicity=1
O -0.06 1.39 0.73
C -0.54 0.57 0.01
N 0.23 -0.55 -0.45
C 1.55 -0.84 0.02
N 2.03 -2.08 -0.28
O 2.27 0.06 0.40
C -1.96 0.42 -0.43
C -3.02 1.34 0.10
H -0.27 -1.37 -0.77
H 1.47 -2.90 -0.13
H 3.04 -2.05 -0.26
H -2.03 0.49 -1.55
H -2.30 -0.64 -0.43
H -3.94 1.34 -0.48
H -3.24 1.24 1.16
H -2.56 2.34 0.14

16
Properties=species:S:1:pos:R:3 method="wB97M-V/def2-TZVPD" total_energy_ha=-417.0789 gap_ev=9.71 smiles="CC(=O)NNCC=O" de_lowest_kj_mol=465.0 multiplicity=1
C -0.19 -0.75 -1.56
C -1.43 -0.89 -0.71
C 0.91 0.24 1.38
C 2.19 0.78 0.79
H -0.28 -1.52 -2.44
H 0.90 -1.04 -1.28
H -0.13 0.30 -2.05
H -2.14 0.04 1.03
H 0.08 1.23 -0.26
H 0.78 -0.02 2.54
H 0.81 -0.85 1.23
H 3.02 -0.22 0.94
N -1.36 -0.17 0.46
N -0.38 0.83 0.69
O -2.26 -1.70 -0.99
O 2.30 1.84 0.10

16
Properties=species:S:1:pos:R:3 method="wB97M-V/def2-TZVPD" total_energy_ha=-417.1557 gap_ev=8.05 smiles="C/C(O)=C(/N)C(N)=O" de_lowest_kj_mol=263.3 multiplicity=1
C 0.31 -0.99 -1.83
C 0.85 0.87 0.54
C -0.11 -0.22 0.59
C -0.51 -0.38 -0.73
N 1.34 1.42 1.68
N -0.83 -0.55 1.75
O -1.84 -0.22 -1.02
O 0.97 1.41 -0.59
H -1.90 0.07 -1.95
H 1.85 2.29 1.61
H 1.13 0.98 2.56
H -1.40 0.21 2.08
H -1.39 -1.39 1.60
H 1.34 -1.14 -1.51
H -0.11 -1.98 -2.06
H 0.30 -0.38 -2.73

16
Properties=species:S:1:pos:R:3 method="wB97M-V/def2-TZVPD" total_energy_ha=-417.1509 gap_ev=9.83 de_lowest_kj_mol=275.7 multiplicity=1
C -2.05 -0.26 0.48
C 0.89 1.61 -0.81
N 0.75 -0.22 0.93
C 1.32 -1.16 0.09
C 0.16 0.47 -0.15
O 0.32 -2.01 -0.58
N -1.07 0.19 -0.49
O 2.50 -1.45 0.06
H -0.55 -2.02 -0.14
H 1.54 0.28 1.34
H -2.60 -1.10 0.07
H -2.75 0.56 0.69
H -1.62 -0.59 1.44
H 0.73 1.56 -1.89
H 0.48 2.57 -0.45
H 1.96 1.57 -0.60

16
Properties=species:S:1:pos:R:3 method="wB97M-V/def2-TZVPD" total_energy_ha=-417.0950 gap_ev=10.16 smiles="CN(N)C(=O)O.C#C" de_lowest_kj_mol=422.5 multiplicity=1
C -2.62 -0.73 -0.55
C -2.32 0.33 -0.08
C 0.71 1.24 0.08
C 1.17 -1.05 -0.68
N 0.44 -0.60 1.56
N 0.93 -0.10 0.34
O 0.42 2.01 1.02
O 0.85 1.65 -1.14
H -2.80 -1.73 -0.83
H -2.13 1.19 0.51
H 1.63 -0.63 -1.58
H 1.73 -1.78 -0.24
H 0.33 -1.58 -1.11
H -0.63 -0.51 1.62
H 1.03 -0.30 2.31
H 1.24 2.59 -1.22

16
Properties=species:S:1:pos:R:3 method="wB97M-V/def2-TZVPD" total_energy_ha=-417.0954 gap_ev=9.47 de_lowest_kj_mol=421.5 multiplicity=1
C -1.13 -0.07 1.29
C 1.22 -0.53 -1.36
N 0.02 -0.60 -0.51
C 0.12 -0.88 1.04
C -0.83 0.69 0.02
O 0.93 1.09 0.77
N -1.47 1.54 -0.64
O 0.79 -1.71 1.56
H 0.76 1.67 1.52
H -0.66 -1.27 -0.90
H -1.07 1.79 -1.54
H -1.16 0.51 2.21
H -2.03 -0.69 1.21
H 0.92 -0.26 -2.38
H 1.71 -1.50 -1.36
H 1.87 0.22 -0.94

16
Properties=species:S:1:pos:R:3 method="wB97M-V/def2-TZVPD" total_energy_ha=-416.9861 gap_ev=9.18 smiles="C=C(N(C)C)[N+](=O)[O-]" de_lowest_kj_mol=708.4 multiplicity=1
C 1.15 -1.92 0.16
C 0.71 -0.65 0.02
C -1.24 0.31 1.15
C -0.98 0.80 -1.17
N -0.99 -0.21 -0.10
N 1.71 0.44 0.03
O 2.79 0.19 -0.47
O 1.39 1.47 0.58
H 2.14 -2.31 0.09
H 0.32 -2.69 0.06
H -2.33 0.45 1.01
H -0.89 -0.37 2.00
H -0.67 1.22 1.18
H -1.97 1.04 -1.65
H -0.66 1.87 -0.88
H -0.47 0.37 -2.02

16
Properties=species:S:1:pos:R:3 method="wB97M-V/def2-TZVPD" total_energy_ha=-417.0885 gap_ev=9.95 smiles=N#C[C@H]1[C@@H](N)[C@H]1O.O de_lowest_kj_mol=439.8 multiplicity=1
N -2.94 -1.73 0.44
C -2.71 -1.24 -0.87
C -2.98 0.18 -1.18
O -3.38 0.99 -0.14
C -1.53 -0.31 -1.24
C -0.62 0.14 -0.22
N -0.33 0.24 0.95
H -2.31 -2.50 0.67
H -2.81 -1.01 1.15
H -2.95 -1.96 -1.66
H -3.44 0.42 -2.15
H -3.28 1.92 -0.39
H -1.08 -0.44 -2.23
O 1.69 -0.14 -0.37
H 1.32 0.00 0.74
H 1.53 -1.03 -0.75

17
Properties=species:S:1:pos:R:3 method="wB97M-V/def2-TZVPD" total_energy_ha=-492.3510 gap_ev=9.04 de_lowest_kj_mol=399.0 multiplicity=1
C 0.53 -0.70 0.78
C 0.80 0.90 -1.16
N -0.02 0.34 -0.09
C -0.74 1.22 0.71
C -0.25 -1.63 -0.46
O 1.90 -0.64 0.97
O -1.68 0.60 1.48
N -1.41 -1.76 -0.90
O -0.76 2.41 0.51
H 2.38 -0.92 0.19
H -2.15 1.29 1.97
H -0.02 -0.88 1.70
H -2.01 -0.95 -0.76
H 0.47 -2.41 -0.69
H 1.06 0.12 -1.87
H 0.20 1.66 -1.64
H 1.70 1.35 -0.75

17
Properties=species:S:1:pos:R:3 method="wB97M-V/def2-TZVPD" total_energy_ha=-492.4594 gap_ev=10.26 smiles="COC1=NCC(=O)N1.O" de_lowest_kj_mol=114.3 multiplicity=1
C 1.79 0.51 2.48
O 1.56 0.84 1.11
C 0.74 0.05 0.43
N 0.09 -0.95 0.87
C -0.57 -1.54 -0.29
C -0.22 -0.65 -1.47
O -0.52 -0.76 -2.64
N 0.57 0.35 -0.91
H 2.50 1.25 2.85
H 0.85 0.56 3.04
H 2.22 -0.50 2.55
H -0.22 -2.57 -0.48
H -1.66 -1.58 -0.16
H 1.07 1.07 -1.42
H -3.28 1.21 -1.42
O -2.96 1.33 -2.32
H -1.98 1.38 -2.22